{"formula": "C24H52AlCaCl2F3IN4O10P", "method": "wB97M-V/def2-TZVPD", "lumo_ev": -5.793, "homo_ev": -6.78, "total_energy_ev": -127762.702, "elements": ["H", "H", "H", "Cl", "C", "I", "H", "C", "H", "C", "O", "H", "H", "Al", "C", "H", "O", "H", "H", "C", "C", "H", "C", "C", "F", "F", "H", "O", "C", "H", "O", "H", "Ca", "H", "C", "H", "C", "H", "H", "P", "H", "H", "H", "H", "H", "H", "O", "C", "H", "C", "H", "H", "C", "N", "H", "C", "N", "O", "H", "H", "H", "C", "C", "H", "H", "H", "O", "H", "H", "H", "H", "H", "H", "C", "O", "C", "N", "H", "H", "H", "C", "H", "O", "N", "H", "C", "H", "C", "H", "H", "H", "H", "H", "F", "H", "C", "O", "Cl", "C"], "xyz": [[-4.837066, 3.508532, -1.980367], [-2.371393, 1.782395, -1.523751], [0.241699, 2.638368, -0.463675], [-0.080734, 2.467080, -3.033273], [0.045572, -0.533873, -2.179947], [0.842155, 4.250008, -6.065838], [-0.066521, 0.144253, -1.316142], [-3.523319, 3.024732, 1.064789], [4.659790, -1.852180, 0.058633], [0.926411, -7.718514, 3.766797], [-3.877241, 10.418096, 5.276294], [1.205383, 3.283212, 0.757435], [-3.965155, 1.054994, -1.797414], [1.528219, 4.040715, -1.467637], [3.660498, -4.012679, 2.796562], [-2.771115, 3.801363, 0.890121], [0.895121, 2.446038, 0.322318], [0.979094, -8.755508, 3.418362], [-2.326977, 1.674075, 2.256585], [-0.436521, -7.135988, 3.387209], [3.342161, -5.949632, 1.459084], [4.546024, -0.388922, -2.031131], [5.053260, -0.515615, -2.999508], [-3.366188, 1.955300, -1.936649], [3.204503, 1.587395, -6.772179], [2.333667, -0.041270, -1.667234], [4.634540, 1.532832, -3.731639], [-6.029942, 9.417872, 5.921080], [5.490729, 0.833022, -3.625669], [-5.358308, 1.136459, -0.009169], [-0.737581, -5.900128, 4.011650], [-0.632414, -0.124327, -2.956311], [0.869751, 3.451878, -8.493793], [-5.801231, 3.290449, 4.041236], [1.123521, 1.710920, -4.082807], [-3.986695, 3.313135, 2.011361], [2.583739, 0.334334, -4.807685], [-3.245100, 2.100006, -3.014444], [-6.390795, 2.419662, -0.617618], [-4.681421, 9.127990, 5.282115], [3.480022, -6.018945, 0.375924], [6.126437, -2.348311, -2.523709], [-2.025063, 1.515365, 0.536163], [4.974281, -2.180005, -4.371627], [-5.180862, 4.922476, 3.752080], [-0.161575, -1.574169, -1.924175], [-6.368551, 3.835586, 6.587842], [4.249772, -1.456619, -3.951389], [-0.579096, -7.067580, 2.302373], [1.543461, 2.299563, -5.198088], [-6.680129, 3.318041, 1.683903], [-5.694811, 1.986732, 2.318574], [-4.015042, 3.200821, -1.325835], [1.717472, 0.492637, -3.820985], [6.753346, -0.937072, -1.662475], [-6.348027, 2.294979, 1.501587], [-4.533807, 3.101658, 0.022728], [-4.852954, 8.656136, 3.846364], [6.079919, 0.713925, -4.548644], [1.321804, -6.590634, 1.393360], [0.978562, -7.750950, 4.858390], [3.582981, -0.759277, -5.160676], [-5.653371, 2.184439, 0.155152], [3.354418, -4.430693, 3.762735], [4.365598, -0.284584, -5.777346], [-3.495868, 0.833804, 1.249435], [-3.974035, 8.031033, 6.075065], [4.299865, -6.197763, 1.927938], [4.739792, -4.131622, 2.668532], [3.565015, -2.058342, -3.328686], [-3.297950, 4.028026, -1.371989], [-0.135329, -4.874392, 2.289055], [1.739956, -1.460930, -3.091826], [-6.168109, 4.652723, 5.684321], [-6.536224, 5.834391, 5.556814], [6.369304, -1.275494, -2.635305], [2.483415, 1.385972, -5.624898], [2.098967, -6.075012, 3.695472], [6.164088, 1.317545, -2.892925], [7.117176, -1.213015, -3.451111], [2.253817, -6.928116, 1.862926], [1.645439, 1.850784, 0.064014], [5.601888, -1.624317, 0.064000], [2.122458, -7.011437, 3.314093], [-4.335201, 3.844294, 4.871985], [-5.315359, 4.146245, 4.504229], [3.423659, -2.949408, 2.795345], [-2.810667, 1.681416, 1.276455], [-0.848921, -3.910214, 3.590419], [-1.195386, -7.837659, 3.745187], [2.495510, -7.920219, 1.467885], [0.788902, -4.517259, 3.784457], [3.066405, -1.469319, -5.837124], [-1.074098, 3.363109, -8.140758], [-7.225666, 1.647667, 1.526017], [-0.194400, -4.755658, 3.373318], [2.949635, -4.612809, 1.731108], [2.062543, -2.268172, -1.017535], [1.504472, -0.465851, -2.705887]], "forces_ev_per_a": [[-0.07, -0.06, 0.10], [-0.06, -0.15, 0.06], [-0.33, 0.13, 0.32], [0.38, 0.19, 0.76], [0.19, 1.10, -1.11], [-0.02, 2.84, 2.89], [0.06, -0.61, -0.13], [-0.08, -0.03, 0.29], [-0.19, -0.16, -0.02], [0.15, 0.20, 0.14], [-0.33, 0.31, -0.15], [-0.27, -0.15, 0.11], [0.02, 0.02, 0.06], [0.36, 1.42, -2.10], [-0.19, 0.01, -0.14], [-0.10, 0.04, -0.19], [0.15, -1.48, 0.93], [-0.03, 0.03, -0.08], [-0.04, -0.01, 0.00], [-0.14, -0.28, 0.16], [-0.22, -0.04, -0.41], [-0.05, 0.16, -0.60], [1.46, -0.53, -0.35], [0.12, 0.04, -0.21], [0.33, -0.26, -0.24], [-0.12, 2.51, -1.74], [0.42, -0.19, -0.36], [0.29, 0.26, 0.31], [-0.33, 0.15, 1.13], [-0.02, -0.03, 0.00], [0.03, -0.01, -0.22], [0.09, -0.55, 0.30], [-0.79, -0.94, -2.90], [-0.24, 0.02, 0.34], [-0.82, 0.84, -0.30], [-0.07, -0.04, -0.05], [2.33, -1.68, -1.76], [-0.02, -0.01, 0.02], [0.18, 0.08, -0.11], [-0.16, -0.47, -0.11], [0.02, 0.00, 0.00], [0.19, 0.45, 0.19], [-0.09, -0.14, -0.07], [-0.41, 0.33, -0.01], [-0.12, 0.07, 0.20], [-0.03, 0.42, 0.09], [0.51, -0.35, -0.74], [0.33, 0.00, 0.09], [0.12, 0.13, -0.02], [1.78, -2.40, 0.96], [0.07, 0.01, 0.00], [-0.04, -0.03, 0.00], [-0.18, 0.11, -0.24], [-0.18, 0.75, 0.01], [0.05, -0.06, -0.46], [-0.05, -0.03, 0.03], [0.28, 0.18, -0.11], [0.44, -0.06, 0.04], [-0.43, 0.04, 0.15], [0.06, -0.04, -0.20], [-0.09, -0.06, -0.01], [-0.36, -0.14, 0.57], [-0.09, -0.11, 0.13], [0.17, 0.00, 0.09], [-0.40, -0.06, 0.30], [0.01, 0.01, -0.05], [-0.23, -0.26, -0.15], [-0.08, 0.04, 0.14], [0.01, 0.02, 0.06], [0.15, 0.22, -0.36], [0.00, 0.00, 0.15], [0.12, -0.04, 0.01], [0.48, 0.50, 0.32], [-1.56, 0.77, 2.50], [0.55, -0.26, -0.88], [-0.54, -0.49, -0.12], [-2.24, 1.28, 1.15], [0.06, -0.01, -0.03], [-0.25, -0.16, -0.36], [-0.25, 0.19, 0.34], [0.07, 0.17, 0.24], [-0.19, -0.38, 0.26], [-0.07, 0.20, 0.17], [-0.13, -0.08, -0.13], [-0.16, 0.06, 0.34], [1.07, -0.10, -1.68], [-0.01, -0.02, -0.09], [0.18, 0.10, 0.14], [-0.06, -0.06, 0.02], [0.00, 0.03, 0.03], [-0.02, -0.01, 0.03], [0.09, 0.07, -0.21], [0.14, 0.16, 0.44], [0.31, -0.26, -0.75], [0.03, -0.01, -0.03], [-0.13, 0.04, 0.27], [0.23, -0.08, 0.34], [0.22, -3.03, 1.37], [-1.26, -0.31, 0.88]], "mulliken_charge": [0.3974, -0.2394, 0.1524, -0.0026, -1.4544, -0.0406, 0.2259, -0.0531, 0.2686, -0.6847, -0.4485, 0.3265, 0.3144, 0.2815, -0.8493, 0.3898, -0.2184, 0.3910, 0.4334, -0.4743, -0.8886, 0.0060, 1.4867, -0.3687, -0.2763, -0.2833, 0.2865, -0.4007, -1.6187, 0.2415, -0.4421, 0.3722, 1.2192, 0.1105, -0.0691, -0.3418, 0.0538, 0.4264, 0.4465, 1.0215, 0.3626, 0.4778, -0.1136, 0.6548, 0.3220, 0.5558, -0.5230, -0.9153, 0.3518, -0.2028, 0.3760, 0.2194, -0.9610, 0.5248, 0.4302, -1.3781, 0.1874, -0.4290, 0.2814, 0.1595, 0.3704, -0.8623, -0.3262, 0.3794, 0.4651, 0.2382, -0.4158, 0.4152, 0.3443, 0.1300, 0.3676, 0.3017, 0.9912, 0.5211, -0.3704, -1.9399, 0.3513, 0.0776, 0.4914, 0.4327, -0.2000, 0.4550, -0.6543, -0.3256, 0.3116, -0.4888, 0.2064, -0.6872, 0.3125, 0.3479, 0.3871, 0.1318, 0.3956, -0.7291, 0.4494, -0.5117, -0.1834, -0.5212, -0.7362]}

***

{"formula": "C5H14NSi", "method": "wB97M-V/def2-TZVPD", "lumo_ev": [-5.594, -4.712], "homo_ev": [-12.56, -12.96], "total_charge": 1, "de_lowest_kcal_mol": 94.9, "total_energy_ev": -14770.252, "elements": ["H", "H", "C", "H", "H", "C", "H", "H", "N", "H", "H", "H", "Si", "H", "C", "H", "H", "C", "H", "C", "H"], "xyz": [[0.111152, -2.719632, -0.630542], [-1.232868, 0.014651, 3.437708], [-1.557676, 0.032357, -1.874975], [-1.539758, 1.039963, -2.096720], [-0.408950, -1.465259, 2.652206], [0.839137, 1.491057, -0.107042], [2.606973, 0.674387, -1.188917], [-1.765090, 0.960174, 1.384341], [1.876114, 1.362855, -1.035179], [-1.182195, -0.559530, -2.587189], [0.319551, 0.258516, 2.675106], [-2.370449, -0.480029, -1.461681], [-0.470911, -0.405896, -0.385233], [1.639600, 1.794488, -1.981710], [-1.210747, 0.032589, 1.281225], [0.178503, 2.321495, -0.300501], [1.292292, -2.057650, 0.453565], [-0.643871, -0.364683, 2.606121], [1.492468, -1.571312, -1.245512], [0.770666, -1.818475, -0.497462], [1.256060, 1.459933, 0.902391]], "forces_ev_per_a": [[0.97, 0.56, -0.69], [-0.18, -0.38, 0.03], [1.65, -0.68, 3.90], [-0.69, 1.95, -0.39], [-0.11, 1.25, 0.28], [1.67, -1.33, 0.34], [-0.33, -0.08, 1.11], [-0.40, -0.03, -0.51], [-1.64, 1.63, -3.10], [1.28, -1.98, -3.31], [-0.80, -0.99, 0.10], [-2.33, 0.06, -0.02], [0.35, 1.56, 1.41], [0.52, -0.82, 1.76], [1.11, -0.19, -0.56], [-0.06, 0.08, -0.13], [-0.25, 0.55, -0.44], [1.26, -0.07, -0.77], [0.26, -0.48, -0.81], [-1.70, -0.41, 1.77], [-0.55, -0.21, 0.04]], "mulliken_charge": [0.3548, 0.3575, -1.1360, 0.3900, 0.2757, -0.5598, 0.2510, 0.4029, -0.3694, 0.3994, 0.2106, 0.3670, 0.5240, 0.2746, -0.2008, 0.3731, 0.3400, -0.8800, 0.3402, -1.0255, 0.3107]}